[1]
# C9H8N2O2S

A 2-piece molecular cluster, C9H8N2O2S overall (wB97M-V/def2-TZVPD, OMol25).

Output
E_LUMO: -1.530 eV
frontier orbital gap: 6.8 eV
SMILES: C#CCc1cc(O)cc2nsnc12.O
highest occupied orbital energy: -0.3053 hartree

```
22
Properties=species:S:1:pos:R:3:mulliken_charge:R:1
S -2.187 2.985 2.454 0.199
O 1.164 1.665 -3.118 -0.639
O -1.780 -3.340 -0.199 -0.490
N -0.648 2.759 1.585 -0.484
N -3.092 1.475 2.300 -0.464
C 0.202 0.377 0.279 0.410
C 2.844 -0.243 -0.015 -0.207
C -1.518 -1.946 0.205 0.425
C 1.704 0.969 -0.159 -0.241
C 3.553 -1.457 0.233 -0.306
C -2.235 0.509 1.490 0.374
C -0.846 1.313 1.125 0.393
C -2.603 -1.052 1.056 -0.667
C -0.095 -1.183 -0.190 -0.510
H 0.685 -1.828 -0.798 0.176
H -0.899 -3.785 -0.389 0.330
H 1.666 1.408 -1.243 0.182
H -3.645 -1.515 1.355 0.291
H 2.026 1.833 0.597 0.312
H 1.001 2.512 -3.561 0.306
H 4.004 -2.475 0.661 0.320
H 0.699 1.019 -3.670 0.288
```

=====

[2]
# H30O15

A 15-piece molecular cluster, H30O15 overall (wB97M-V/def2-TZVPD, OMol25).

Output
E_LUMO: -0.115 eV
frontier orbital gap: 9.5 eV
highest occupied orbital energy: -0.3529 hartree

```
45
Properties=species:S:1:pos:R:3:mulliken_charge:R:1
O 1.217 -0.873 3.740 -0.581
O -3.462 -2.293 1.596 -0.563
O -1.019 -2.533 -3.127 -0.677
O -1.379 3.455 -2.080 -0.640
O 1.401 -2.055 -2.597 -0.672
O 3.872 0.087 -0.655 -0.665
O -0.654 1.295 0.245 -0.295
O 0.327 1.609 -1.449 -0.618
O 2.371 2.466 2.203 -0.589
O -1.566 0.733 3.613 -0.555
O -2.385 4.565 1.383 -0.601
O 2.727 -2.226 0.720 -0.582
O 3.129 1.571 -2.375 -0.711
O -3.078 -2.608 -1.718 -0.672
O -0.989 -2.331 0.131 -0.516
H -1.480 0.800 0.195 0.228
H -3.228 4.943 1.660 0.304
H -1.480 -1.957 -0.609 0.236
H 1.699 -0.042 3.660 0.316
H 3.271 -2.477 -0.035 0.284
H 3.722 -0.095 0.280 0.299
H -0.332 1.125 1.137 0.061
H 1.102 -1.166 2.829 0.286
H -2.124 4.006 2.124 0.305
H 1.863 -2.606 0.524 0.288
H 3.789 1.045 -0.723 0.373
H -0.992 3.113 -1.266 0.383
H 3.265 2.411 1.847 0.288
H 4.059 1.552 -2.626 0.277
H -3.109 -2.849 2.300 0.298
H -0.218 -2.495 -2.593 0.329
H -0.119 1.819 -2.278 0.313
H -2.470 1.069 3.610 0.280
H -1.671 -2.937 -2.543 0.518
H -2.319 3.260 -1.992 0.302
H -1.148 1.178 2.867 0.271
H -3.043 -2.050 -2.502 0.308
H 2.041 -2.724 -2.327 0.315
H -0.654 -3.168 -0.209 0.290
H 2.216 1.593 2.582 0.247
H 2.921 0.651 -2.175 0.449
H 1.134 -1.639 -1.769 0.305
H 1.129 2.142 -1.473 0.264
H -4.316 -2.689 1.390 0.276
H -4.019 -2.674 -1.519 0.244
```

=====

[3]
# C31H22Cl4CrF9N2O2PSSi

C31H22Cl4CrF9N2O2PSSi as an isolated structure (wB97M-V/def2-TZVPD, OMol25).

Output
spin multiplicity: 2
E_LUMO (alpha / beta): -4.458 / -4.082 eV
frontier orbital gap (alpha / beta): 7.0 / 7.4 eV
net charge: +1
⟨S²⟩: 0.78
highest occupied orbital energy (alpha / beta): -0.4224 / -0.4235 hartree

```
74
Properties=species:S:1:pos:R:3:mulliken_charge:R:1
Cr 1.587 -1.056 -0.120 -0.194
Cl 3.580 -6.942 3.705 -0.191
Cl 3.178 0.342 0.337 -0.461
Cl -0.611 -0.534 -3.195 -0.278
Cl 4.093 -0.012 -5.510 -0.168
S 2.395 -1.963 -3.998 -0.323
P -0.293 0.360 0.546 1.344
Si 1.380 -0.721 -2.564 0.585
F -1.950 5.798 -3.094 -0.262
F -1.269 2.131 6.913 -0.248
F 0.893 2.111 6.931 -0.269
F -6.450 -2.380 0.827 -0.279
F -5.647 -3.475 -0.857 -0.252
F -5.177 -4.098 1.156 -0.248
F -0.386 4.897 -4.287 -0.251
F -0.170 3.872 6.258 -0.260
F 0.127 6.247 -2.677 -0.276
O 2.717 -2.592 -0.769 -0.206
O 1.239 -2.080 1.409 0.622
N 2.206 0.613 -3.679 -0.216
N 1.400 -0.010 -5.695 -0.242
C -4.144 -2.142 0.367 0.199
C -0.656 4.098 -2.095 0.155
C -1.755 3.261 -1.974 -0.899
C -2.956 -2.658 -0.136 -1.355
C 2.695 -3.976 1.156 0.867
C -1.038 2.122 2.596 -0.321
C -0.271 1.013 2.242 0.324
C 1.169 1.434 -5.674 -0.862
C 0.519 3.824 -1.411 -0.945
C 2.889 -5.535 2.971 0.036
C -1.812 -1.880 -0.111 -0.298
C 1.382 -3.647 3.144 -0.688
C -1.676 2.136 -1.169 -0.136
C -1.837 -0.589 0.410 0.439
C 1.935 -4.785 3.681 -0.619
C 1.771 -3.204 1.873 0.380
C 0.554 0.416 3.190 -0.487
C 0.602 2.691 -0.615 -0.875
C -0.176 2.531 6.243 0.845
C -4.192 -0.857 0.878 -1.065
C -0.497 1.839 -0.493 0.578
C 3.250 -5.149 1.715 -0.974
C -0.722 5.275 -3.031 0.732
C 2.445 -0.339 -4.826 0.461
C -1.001 2.609 3.890 -1.206
C -3.038 -0.088 0.902 0.301
C 1.504 1.826 -4.226 0.401
C 3.074 -3.616 -0.160 -0.352
C 0.592 0.906 4.489 -0.944
C -5.368 -3.023 0.375 0.745
C -0.185 1.997 4.832 0.198
H 1.812 1.971 -6.375 0.322
H 3.724 -4.307 -0.709 0.351
H 0.129 1.643 -5.909 0.403
H 3.106 0.851 -3.262 0.567
H 1.170 -0.427 2.914 0.362
H 1.238 0.448 5.225 0.481
H -2.667 3.484 -2.512 0.465
H 1.463 -0.448 -6.602 0.294
H -5.120 -0.458 1.262 0.514
H 1.524 2.477 -0.088 0.475
H 1.369 4.488 -1.505 0.509
H 3.963 -5.732 1.145 0.460
H 2.177 2.677 -4.179 0.351
H 0.623 2.024 -3.623 -0.492
H -1.591 3.473 4.164 0.441
H 0.644 -3.075 3.689 0.503
H 1.632 -5.123 4.663 0.455
H -2.929 -3.660 -0.545 0.428
H -2.528 1.472 -1.097 0.456
H -3.084 0.906 1.326 0.430
H -0.901 -2.310 -0.513 0.255
H -1.652 2.629 1.861 0.407
```